1.
Formula: C5H4CuO4
Source: OMol25
Level of theory: wB97M-V/def2-TZVPD

Structure (XYZ):
```
14
Properties=species:S:1:pos:R:3:forces:R:3:mulliken_spin:R:1
C 3.215553 -0.064580 0.167380 -0.10 0.51 -0.29 0.032
C 3.493263 0.991455 -0.419055 -0.13 -0.77 0.64 0.089
H 3.767493 1.940329 -0.865898 0.01 -0.24 -0.01 0.004
H 2.266379 0.626190 -0.410784 0.06 0.07 -0.04 -0.011
O -1.350054 -1.160351 0.040037 -0.16 -0.38 1.46 0.012
C 0.052513 -0.797374 0.085852 -3.97 2.70 -0.14 -0.004
O 0.688847 -1.448762 0.942684 -1.56 -1.03 -0.16 0.205
O 0.281597 0.232682 -0.520438 1.21 -0.76 -0.37 0.005
Cu 2.381678 -1.618462 1.095530 2.88 0.31 -0.03 0.663
C -2.310949 -0.117152 -0.014030 3.36 -0.21 -2.36 -0.002
C -1.974052 0.529816 -1.147047 -0.44 0.96 1.27 0.005
O -3.212308 0.096482 0.854059 -0.65 -0.71 0.18 0.000
H -1.467931 1.483173 -1.321846 -0.17 -0.40 -0.49 0.001
H -4.087061 -0.257426 0.611650 -0.35 -0.05 0.33 0.000
```
Positions in Å, forces in eV/Å.

Summary:
- Charge: +2
- Spin multiplicity: 2
- ⟨S²⟩: 0.7529
- Max |F|: 4.801 eV Å⁻¹
- E: -2133.361920 hartree
- HOMO energy (spin up / spin down): -19.13 / -19.12 eV
- HOMO-LUMO gap (spin up / spin down): 9.12 / 7.07 eV
- ΔE to the lowest compared entry with this formula, charge and spin: 0.000 eV

2.
Formula: C5H10O
Source: OMol25
Level of theory: wB97M-V/def2-TZVPD

Structure (XYZ):
```
16
Properties=species:S:1:pos:R:3:forces:R:3:mulliken_charge:R:1
C -0.468922 2.458258 0.334615 0.05 0.01 0.07 -1.102
C -0.178261 1.264834 -0.580895 0.12 0.03 -0.15 -0.311
C 0.417281 0.002217 0.004631 0.37 0.08 0.16 0.393
O 1.405910 0.101999 0.703083 -0.46 -0.13 0.17 -0.576
C -0.036515 -1.370586 -0.481258 -0.01 0.02 0.03 -0.232
C 0.200230 -2.429110 0.590425 0.01 -0.08 0.06 -1.142
H -0.794448 3.292101 -0.298351 0.05 -0.11 0.18 0.323
H -1.243673 2.293004 1.090213 0.11 -0.18 -0.17 0.338
H 0.450035 2.764902 0.839595 -0.16 -0.07 0.04 0.275
H 0.718062 1.562036 -1.130792 -0.30 0.25 -0.69 0.216
H -1.008002 1.065690 -1.269590 0.24 -0.03 0.13 0.333
H 0.596727 -1.586311 -1.356159 -0.12 0.09 0.11 0.237
H -1.069988 -1.369111 -0.847214 0.15 0.13 0.14 0.304
H -0.537871 -2.337170 1.393992 0.11 -0.04 -0.10 0.302
H 0.139097 -3.439561 0.178004 -0.02 0.13 0.05 0.351
H 1.191723 -2.279484 1.024861 -0.15 -0.11 -0.05 0.290
```
Positions in Å, forces in eV/Å.

Summary:
- Charge: 0
- SMILES: CCC(=O)CC
- Max |F|: 0.792 eV Å⁻¹
- E: -271.741127 hartree
- HOMO energy: -9.51 eV
- HOMO-LUMO gap: 10.33 eV
- ΔE to the lowest compared entry with this formula, charge and spin: 0.313 eV

3.
Formula: C3H4N2O
Source: OMol25
Level of theory: wB97M-V/def2-TZVPD

Structure (XYZ):
```
10
Properties=species:S:1:pos:R:3:forces:R:3:mulliken_charge:R:1
C 0.325002 0.348953 -0.623724 3.21 -0.81 -0.35 0.600
C 1.101698 -0.330095 0.549925 -0.45 1.57 -2.58 -0.215
C 0.104894 -0.824493 1.288453 -0.16 1.20 -1.59 -0.398
H 1.605716 0.729384 -2.108297 -0.57 -0.53 0.73 0.227
H 2.191346 -0.087881 0.369538 -1.27 -1.23 1.46 0.305
H -0.044260 -1.127545 2.271996 0.74 -1.25 1.53 0.361
H -1.697919 -0.311088 1.475661 -3.46 2.66 3.54 0.263
N 0.624129 0.698106 -1.802406 0.43 0.58 -0.11 -0.653
N -1.215192 -0.564132 0.728218 5.57 -0.67 -4.76 -0.208
O -0.888377 0.586639 -0.222188 -4.04 -1.54 2.13 -0.282
```
Positions in Å, forces in eV/Å.

Summary:
- Charge: 0
- SMILES: [H]/N=c1\cc[nH]o1
- Max |F|: 7.361 eV Å⁻¹
- E: -301.328171 hartree
- HOMO energy: -9.16 eV
- HOMO-LUMO gap: 9.96 eV
- ΔE to the lowest compared entry with this formula, charge and spin: 4.328 eV

4.
Formula: C4H8O2
Source: OMol25
Level of theory: wB97M-V/def2-TZVPD

Structure (XYZ):
```
14
Properties=species:S:1:pos:R:3:forces:R:3:mulliken_charge:R:1
C -1.450980 1.070780 -1.821655 0.02 -0.01 0.01 -1.021
C -0.224185 1.016404 -0.972803 -0.25 0.23 -0.09 -0.056
O -0.045776 2.081696 -0.250370 -0.10 -0.01 -0.10 -0.269
C 1.250373 -2.017668 2.224474 0.00 0.04 -0.11 -0.784
C 1.130256 -1.128804 1.240259 0.07 -0.03 0.36 0.185
O 0.813526 -1.460571 -0.027862 0.02 0.05 -0.04 -0.465
H -2.080259 1.970125 -1.692387 0.14 -0.11 0.02 0.389
H -2.044786 0.170446 -1.621350 0.10 0.12 -0.04 0.233
H -1.134435 0.994515 -2.870010 -0.03 -0.02 0.15 0.262
H -0.748093 2.760666 -0.370453 0.08 -0.09 0.00 0.314
H 1.528386 -1.700165 3.222495 -0.05 0.00 -0.16 0.246
H 1.081674 -3.073434 2.038679 0.04 0.10 0.03 0.252
H 1.291680 -0.061994 1.419287 -0.03 -0.18 -0.03 0.216
H 0.632621 -0.621997 -0.518299 -0.02 -0.09 0.01 0.498
```
Positions in Å, forces in eV/Å.

Summary:
- Charge: 0
- Max |F|: 0.369 eV Å⁻¹
- E: -307.568690 hartree
- HOMO energy: -8.17 eV
- HOMO-LUMO gap: 8.62 eV
- ΔE to the lowest compared entry with this formula, charge and spin: 3.911 eV

5.
Formula: C27H37F3INO4S2Sb
Source: OMol25
Level of theory: wB97M-V/def2-TZVPD

Structure (XYZ):
```
76
Properties=species:S:1:pos:R:3:forces:R:3:mulliken_charge:R:1
C -1.120188 6.675327 2.557733 0.45 -0.31 0.47 -1.189
C -0.846548 5.082746 2.890962 -0.48 0.60 0.52 1.435
O -1.102299 4.933363 4.361345 2.40 -0.35 -0.41 -0.557
C -1.830947 4.042235 2.092828 -0.25 2.19 0.59 -1.115
Sb -0.770396 2.170492 1.409600 -1.43 0.65 0.85 1.135
C 0.841249 3.320949 0.462852 1.79 1.04 -0.84 -0.979
C 2.248731 3.448848 1.278802 1.10 0.85 -0.85 -0.278
C 3.265657 2.138689 1.056509 -0.26 1.15 -1.98 -0.830
I 4.241306 1.493155 2.935197 -0.54 0.17 -1.06 -0.060
C -1.918867 2.341683 -0.472660 -1.43 0.45 -1.52 -1.216
C -2.535640 0.944280 -1.056816 -0.88 0.74 -0.81 -0.018
C -2.018907 0.753417 -2.617095 0.22 2.00 0.26 -0.690
S -2.064435 -1.016088 -3.234851 1.18 -1.05 -0.59 -0.020
C -0.352748 -1.752714 -3.421066 2.59 1.94 0.93 0.039
S 0.996365 -0.791236 -2.906896 -2.66 -1.36 -0.92 -0.189
N -0.004971 -3.101112 -4.011374 0.38 -0.08 2.44 -0.046
C 1.520154 -3.252744 -4.163560 4.85 -0.99 0.15 -0.112
C 2.357679 -2.706435 -5.497613 1.13 -1.53 2.90 -0.380
C 3.998928 -2.846890 -5.600052 -2.80 -1.38 3.66 -0.350
C 4.823022 -3.565042 -4.339589 -3.16 0.25 0.35 -0.314
C 4.060434 -4.156129 -3.013708 -2.55 2.21 -3.87 -0.496
C 2.404438 -3.994261 -2.953016 2.05 1.01 -2.38 0.144
C -0.591639 -4.258458 -3.235498 -1.76 -4.43 1.82 0.345
C -0.341007 -5.796398 -3.843567 -1.94 -0.58 3.05 -0.362
C -0.917206 -7.159708 -3.065233 -0.77 3.58 1.81 -0.349
C -1.795649 -7.046454 -1.650537 1.74 4.09 -2.30 -0.405
C -2.050291 -5.529245 -1.083418 1.79 -1.22 -2.97 -0.473
C -1.447017 -4.175366 -1.840226 0.63 -3.03 -1.41 0.274
C 0.257248 1.958377 3.354259 1.16 -1.26 2.16 -0.289
C -0.669630 1.130005 4.473526 2.49 -0.11 -0.95 -0.669
O -1.752632 2.018039 4.923887 -1.97 -3.94 1.80 -0.102
C -2.759717 1.227038 5.652935 -4.90 4.28 -1.88 0.162
O -4.034808 1.647575 5.572055 8.15 -3.07 0.96 -0.528
C 0.111362 0.183489 0.845034 1.42 -0.38 -0.39 -0.520
O -0.765230 -0.864265 1.467040 2.86 -4.06 -1.20 -0.279
C -0.124016 -2.185385 1.383403 -1.18 0.82 0.14 0.678
F -1.211115 -3.211768 1.207950 3.71 2.98 0.53 -0.263
F 0.836954 -2.296372 0.254506 -3.08 -0.26 3.88 -0.187
F 0.555742 -2.515240 2.657760 -1.82 0.72 -4.16 -0.279
H -2.044816 6.776395 1.844869 1.94 0.04 1.29 0.294
H -1.317430 7.245621 3.582637 0.31 -1.29 -2.25 0.262
H -0.119137 7.110749 2.111714 -2.20 -0.61 0.55 0.253
H 0.299146 4.895925 2.742217 -2.17 0.14 -0.06 -0.547
H -0.210030 4.734435 4.809369 -2.18 0.42 -1.13 0.342
H -2.291712 4.643930 1.172880 0.91 -1.30 1.86 0.265
H -2.703721 3.742704 2.828701 1.75 0.64 -1.42 0.206
H -2.118668 1.284082 2.095425 -0.12 -0.31 -0.05 -0.086
H 0.425800 4.419972 0.260899 0.86 -2.32 0.37 0.250
H 1.072926 2.829760 -0.587308 -0.37 1.03 1.92 0.380
H 2.151084 3.757415 2.411766 0.05 -0.98 -2.33 0.203
H 2.840700 4.354295 0.770471 -1.11 -1.84 1.19 0.346
H 2.739742 1.257326 0.472080 1.01 1.62 1.70 0.214
H 4.165738 2.480943 0.350256 -1.96 -0.80 1.75 0.456
H -1.232151 2.898713 -1.248194 -1.41 -1.15 1.14 0.374
H -2.833138 3.073062 -0.243266 2.04 -1.58 -0.49 0.225
H -2.387791 0.002168 -0.381074 0.10 1.77 -1.27 0.053
H -3.715630 1.106198 -1.137461 2.50 -0.61 0.22 0.342
H -2.810313 1.352679 -3.280450 1.69 -1.64 1.14 0.381
H -0.983351 1.310442 -2.824336 -2.12 -1.70 0.59 0.362
H 1.676586 -2.181026 -6.325197 1.92 -1.26 1.93 0.271
H 4.522177 -2.407854 -6.555494 -1.04 -1.08 2.25 0.286
H 6.013158 -3.641174 -4.380965 -2.98 0.22 -0.02 0.249
H 4.660387 -4.674019 -2.129696 -1.52 1.30 -2.18 0.276
H 1.895088 -4.441689 -1.984366 0.89 1.17 -2.37 0.305
H 0.278651 -5.985709 -4.835940 -1.43 0.68 2.39 0.250
H -0.716212 -8.255221 -3.467721 -0.33 2.74 0.69 0.260
H -2.192671 -8.023519 -1.097769 0.96 2.51 -1.36 0.265
H -2.696154 -5.428083 -0.087559 1.70 0.04 -2.46 0.272
H -1.659696 -3.145611 -1.327123 0.49 -2.23 -1.20 -0.022
H 0.691092 2.944072 3.812675 -0.93 -1.89 -0.59 0.185
H 1.192546 1.245701 3.166052 -1.85 1.48 0.54 -0.025
H 0.065973 0.839995 5.358900 -1.70 0.61 -1.45 0.245
H -1.039590 0.127043 3.972076 0.40 2.16 0.96 0.333
H -2.383279 0.323825 6.296688 -0.63 1.62 -1.37 0.284
H 1.176013 0.005602 1.325851 -1.98 0.51 -1.33 0.501
H 0.095320 0.132454 -0.323017 0.25 -0.46 2.11 -0.179
```
Positions in Å, forces in eV/Å.

Summary:
- Charge: -1
- Max |F|: 8.764 eV Å⁻¹
- E: -3039.624623 hartree
- HOMO energy: -4.57 eV
- HOMO-LUMO gap: 6.06 eV